1.
Below is a molecular structure, C38H31Cl5GeNO3S2Sc, with properties calculated with wB97M-V/def2-TZVPD.

Each line ends with the Löwdin charge.
Atoms and positions in Å:
Sc (1.1270, 0.8404, 0.9118)  0.743
Cl (3.4106, 2.2137, -1.5075)  0.673
C (4.1266, 0.9077, -0.5953)  -0.677
C (3.3010, 0.0849, 0.1631)  -0.187
C (3.9869, -0.9665, 0.7871)  -0.645
Cl (3.1461, -2.1233, 1.8061)  0.709
C (5.3649, -1.1779, 0.6745)  -0.707
Cl (6.1435, -2.5304, 1.4398)  0.615
C (6.1357, -0.2872, -0.0564)  -0.715
Cl (7.8530, -0.4941, -0.1745)  0.621
C (5.5116, 0.7749, -0.6964)  -0.704
Cl (6.4729, 1.9012, -1.6029)  0.627
S (1.8804, 3.3076, 1.5454)  0.488
C (1.0178, 4.2032, 0.3327)  -1.113
N (-0.2545, 4.7712, 0.5654)  -0.106
C (-0.9311, 4.9424, -0.7143)  -0.267
C (0.1105, 5.5601, -1.6661)  -0.454
S (1.7512, 5.1084, -1.0064)  0.770
H (-0.7879, 4.2557, 1.2503)  0.063
H (-1.7914, 5.6017, -0.5922)  0.108
H (-1.2825, 3.9859, -1.1136)  0.096
H (0.0309, 6.6454, -1.7090)  0.051
H (-0.0055, 5.1521, -2.6713)  0.044
C (1.3871, -0.0886, 5.0984)  -0.052
C (0.7582, -0.1967, 3.7493)  -0.373
O (1.4839, 0.3160, 2.7457)  -0.265
C (-0.5489, -0.6924, 3.5559)  -0.149
C (-1.1200, -0.9417, 2.2399)  -0.249
C (-2.5097, -1.0067, 2.1628)  -0.072
C (-3.3416, -1.0129, 3.2845)  -0.127
C (-2.7758, -0.9814, 4.5579)  -0.147
C (-1.4056, -0.8309, 4.6864)  -0.065
H (2.4201, 0.2316, 4.9707)  0.077
H (1.3755, -1.0414, 5.6396)  0.075
H (0.8797, 0.6513, 5.7339)  0.076
H (0.7561, -1.4502, 1.2835)  -0.034
H (-2.9597, -1.1158, 1.1864)  0.072
H (-4.4161, -1.0871, 3.1613)  0.082
H (-3.4026, -1.0438, 5.4411)  0.078
H (-0.9786, -0.7412, 5.6786)  0.083
C (-1.8080, 2.4502, 2.6134)  0.001
C (-1.7901, 2.1954, 1.1237)  -0.682
O (-2.7499, 2.5208, 0.4338)  0.012
O (-0.7279, 1.6162, 0.6494)  -0.195
H (-2.2038, 3.4498, 2.8022)  0.079
H (-0.8231, 2.3480, 3.0629)  0.068
H (-2.4865, 1.7271, 3.0733)  0.076
C (-0.2736, -1.2043, 1.0745)  -0.281
Ge (-0.7300, -1.3083, -0.7631)  0.981
C (-2.3631, -2.3713, -1.1620)  -0.241
C (-2.2655, -3.7258, -1.4937)  -0.094
C (-3.4006, -4.4955, -1.7398)  -0.108
C (-4.6639, -3.9239, -1.6625)  -0.121
C (-4.7835, -2.5781, -1.3351)  -0.099
C (-3.6466, -1.8163, -1.0891)  -0.141
C (0.7599, -2.3248, -1.5679)  -0.255
C (1.2605, -2.0532, -2.8446)  -0.090
C (2.3044, -2.8007, -3.3816)  -0.100
C (2.8658, -3.8413, -2.6507)  -0.112
C (2.3743, -4.1332, -1.3845)  -0.102
C (1.3296, -3.3825, -0.8541)  -0.141
C (-0.8634, 0.2216, -2.0205)  -0.250
C (-1.9088, 0.3695, -2.9286)  -0.091
C (-1.9141, 1.4110, -3.8590)  -0.093
C (-0.8637, 2.3146, -3.9093)  -0.103
C (0.2035, 2.1757, -3.0278)  -0.094
C (0.1869, 1.1416, -2.1116)  -0.144
H (-1.2879, -4.1926, -1.5656)  0.088
H (-3.2954, -5.5453, -1.9915)  0.089
H (-5.5487, -4.5220, -1.8519)  0.086
H (-5.7637, -2.1203, -1.2670)  0.093
H (-3.7666, -0.7673, -0.8294)  0.106
H (0.8458, -1.2358, -3.4241)  0.094
H (2.6885, -2.5587, -4.3659)  0.091
H (3.6903, -4.4137, -3.0609)  0.088
H (2.8155, -4.9320, -0.7989)  0.095
H (0.9641, -3.6002, 0.1437)  0.089
H (-2.7384, -0.3263, -2.9211)  0.080
H (-2.7506, 1.5164, -4.5407)  0.090
H (-0.8725, 3.1271, -4.6273)  0.092
H (1.0314, 2.8749, -3.0362)  0.072
H (1.0496, 1.0680, -1.4570)  0.024

Output
Energy relative to the best compared isomer or geometry (same formula, charge and spin)   27.5 kcal per mole
Calculated total energy   -209044.244 eV
Largest force on an atom   1.3 eV/Å
Total charge   -2
Kohn-Sham gap (alpha / beta)   4.28 / 4.15 eV
Molecular weight   908.6 u

---

2.
Below is a molecular structure, C38H32BiN5S7Se, with properties calculated with wB97M-V/def2-TZVPD.

Each line ends with the Löwdin charge.
Atoms and positions in Å:
Bi (-0.2521, -1.1155, 1.0799)  1.236
S (4.9426, -6.1055, 3.5582)  0.506
C (3.7749, -5.0118, 3.2023)  -1.505
S (3.7447, -4.4543, 1.5693)  0.869
C (2.2890, -3.5301, 1.6615)  -1.182
C (1.7755, -3.3747, 2.9620)  -1.147
S (0.4115, -2.3810, 3.2938)  0.442
S (2.5847, -4.2759, 4.2694)  0.878
S (1.5444, -2.8945, 0.2561)  0.370
C (4.8674, 3.7040, 3.5694)  -0.042
C (3.6462, 3.1148, 4.3402)  -0.527
C (3.3860, 3.9473, 5.6099)  -0.073
C (3.9040, 1.5782, 4.7816)  -0.037
C (2.4109, 3.1112, 3.4511)  -0.165
C (1.8709, 4.3812, 3.0527)  -0.023
C (0.6347, 4.5243, 2.4102)  -0.090
C (-0.1318, 3.3989, 2.0831)  -0.496
S (-1.8395, 3.2675, 1.7646)  1.101
C (-1.7329, 1.5549, 2.0425)  -0.574
N (-0.5533, 1.0957, 2.3181)  -0.058
C (0.4215, 2.1365, 2.3895)  -0.307
C (1.6527, 1.9795, 3.0679)  0.033
C (-2.8940, 0.6672, 2.0494)  -0.290
C (-4.2145, 1.1141, 2.1805)  -0.069
C (-5.2536, 0.2124, 2.2264)  -0.096
C (-4.9799, -1.1353, 2.0106)  -0.086
C (-3.6590, -1.5661, 1.8946)  -0.128
C (-2.5829, -0.6721, 1.8087)  -0.242
H (5.7675, 3.5955, 4.1371)  0.069
H (4.7526, 4.7791, 3.4266)  0.074
H (5.0613, 3.1501, 2.6437)  0.091
H (3.9427, 3.5755, 6.4714)  0.066
H (2.2786, 3.8529, 5.9379)  0.116
H (3.6450, 5.0637, 5.5910)  0.099
H (4.8272, 1.6079, 5.4502)  0.101
H (4.1319, 1.0533, 3.8765)  0.063
H (3.0311, 1.1859, 5.3234)  0.088
H (2.4670, 5.2285, 3.3786)  0.107
H (0.3562, 5.5278, 2.0694)  0.109
H (2.0121, 0.9417, 3.1327)  0.113
H (-4.4797, 2.1775, 2.2925)  0.104
H (-6.2735, 0.6027, 2.3889)  0.112
H (-5.8043, -1.8222, 1.9880)  0.095
H (-3.5516, -2.6326, 1.8532)  0.080
C (-0.0688, 0.1397, -3.1603)  -0.043
N (0.1129, 1.4918, -2.6272)  -0.080
C (0.7571, 1.7467, -1.4593)  -0.723
Se (1.8378, 0.6246, -0.4906)  0.612
N (0.7232, 3.1133, -1.2627)  0.118
C (0.0917, 3.7413, -2.3581)  -0.177
C (0.0690, 5.0656, -2.7274)  0.003
C (0.0055, 5.3099, -4.1546)  -0.071
C (0.0808, 4.2640, -5.0533)  -0.115
C (-0.0042, 2.9301, -4.6890)  0.000
C (-0.1027, 2.7074, -3.3055)  -0.142
H (0.1012, -0.5679, -2.3237)  0.039
H (0.6555, -0.1428, -3.9349)  0.100
H (-1.1219, -0.0123, -3.5561)  0.111
H (1.0574, 3.5223, -0.4027)  0.132
H (0.2421, 5.8754, -2.0252)  0.110
H (-0.0833, 6.3353, -4.5227)  0.105
H (0.1955, 4.5553, -6.1012)  0.110
H (0.0106, 2.1015, -5.4316)  0.127
S (-3.5161, -5.5744, -3.3889)  0.997
C (-2.7532, -4.4530, -2.2455)  -0.499
C (-2.2718, -5.0043, -1.0634)  -0.060
C (-1.6643, -4.1175, -0.1859)  -0.138
N (-1.6221, -2.7955, -0.4135)  -0.093
C (-2.1976, -2.2346, -1.4940)  -0.124
C (-2.7319, -3.0786, -2.4659)  -0.055
C (-2.5418, -5.4664, -4.8305)  -0.552
C (-1.3896, -6.2180, -4.9258)  -0.066
C (-0.5021, -5.8207, -5.9364)  -0.131
N (-0.7739, -4.8901, -6.8376)  0.052
C (-1.9682, -4.3240, -6.8385)  -0.160
C (-2.8873, -4.5302, -5.8196)  -0.090
H (-2.1776, -6.1073, -0.9218)  0.128
H (-1.3913, -4.4663, 0.7881)  0.113
H (-2.1353, -1.1199, -1.5706)  0.114
H (-3.2047, -2.6699, -3.3433)  0.104
H (-1.1469, -6.9999, -4.2698)  0.093
H (0.4834, -6.3361, -5.9550)  0.121
H (-2.1699, -3.6069, -7.7013)  0.129
H (-3.9292, -4.1458, -5.8592)  0.117

Output
Energy relative to the best compared isomer or geometry (same formula, charge and spin)   63.5 kcal per mole
Calculated total energy   -194406.996 eV
Largest force on an atom   3.0 eV/Å
Kohn-Sham gap   5.97 eV
Molecular weight   1071.1 u

---

3.
Below is a molecular structure, C38H32BrCl2N4O6Sr, with properties calculated with wB97M-V/def2-TZVPD.

Each line ends with the Löwdin charge.
Atoms and positions in Å:
Sr (-1.2046, 0.4992, -0.7632)  1.541
Br (0.6440, -3.7363, 5.7670)  0.658
C (0.1199, -2.4630, 4.4506)  -0.712
C (-0.9744, -1.6235, 4.6937)  -0.137
C (-1.3476, -0.6975, 3.7582)  -0.014
C (-0.6755, -0.5507, 2.5012)  -0.377
O (-1.0365, 0.3431, 1.6759)  -0.203
C (0.4331, -1.4391, 2.2827)  -0.126
C (1.2588, -1.4170, 1.1004)  -0.083
N (1.0158, -0.8168, -0.0059)  0.043
C (1.9732, -0.8979, -1.0299)  -0.212
C (2.6980, -2.0243, -1.3274)  -0.019
C (3.6542, -2.0246, -2.3654)  -0.079
C (3.8823, -0.9032, -3.1071)  -0.053
C (3.1248, 0.2674, -2.8596)  -0.165
C (3.2685, 1.4469, -3.6261)  -0.019
C (2.4670, 2.5179, -3.3693)  -0.045
C (1.4966, 2.4081, -2.3493)  -0.123
N (1.3430, 1.3392, -1.6121)  0.083
C (2.1517, 0.2686, -1.8399)  -0.166
C (0.8138, -2.3574, 3.2770)  -0.110
H (-1.5155, -1.7036, 5.6282)  0.095
H (-2.1777, -0.0292, 3.9538)  0.104
H (2.2038, -1.9653, 1.2097)  0.122
H (2.5129, -2.9359, -0.7740)  0.110
H (4.2064, -2.9333, -2.5711)  0.100
H (4.6156, -0.8970, -3.9048)  0.108
H (4.0019, 1.4730, -4.4241)  0.118
H (2.5371, 3.4293, -3.9475)  0.105
H (0.8092, 3.2240, -2.1501)  0.096
H (1.6697, -2.9981, 3.0969)  0.101
C (-7.5441, 2.5280, 2.0254)  -0.039
C (-6.1003, 2.8793, 2.2383)  -0.212
C (-5.7115, 4.1513, 2.6267)  -0.088
C (-4.3698, 4.4460, 2.8162)  -0.687
Cl (-3.9108, 6.0662, 3.2897)  0.618
C (-3.4001, 3.4824, 2.6259)  -0.098
C (-3.7718, 2.2023, 2.2333)  0.006
C (-5.1143, 1.9033, 2.0348)  -0.239
O (-5.5876, 0.6950, 1.6368)  -0.030
C (-4.6714, -0.3685, 1.4193)  -0.073
C (-3.7793, -0.2164, 0.1873)  -0.706
O (-3.7778, 0.8845, -0.4206)  -0.101
O (-3.0502, -1.1964, -0.0743)  -0.086
H (-7.8591, 1.7432, 2.7159)  0.084
H (-7.7046, 2.1381, 1.0188)  0.074
H (-8.1803, 3.4008, 2.1734)  0.076
H (-6.4587, 4.9198, 2.7820)  0.106
H (-2.3531, 3.7192, 2.7577)  0.112
H (-2.9899, 1.4743, 2.0579)  0.084
H (-5.2796, -1.2636, 1.3056)  0.134
H (-4.0174, -0.5103, 2.2851)  0.124
N (-1.3868, 3.2307, -0.6702)  0.127
C (-2.4090, 3.4948, -1.1538)  -0.291
N (-3.5227, 3.8306, -1.7554)  -0.069
C (-4.7147, 4.1974, -0.9843)  -0.115
C (-5.8435, 3.1963, -1.1929)  -0.178
C (-6.0837, 2.9296, -2.6770)  -0.193
C (-4.7941, 2.4574, -3.3437)  -0.173
C (-3.6992, 3.4989, -3.1742)  -0.137
H (-5.0269, 5.1965, -1.3130)  0.125
H (-4.4354, 4.2578, 0.0671)  0.108
H (-6.7438, 3.5926, -0.7157)  0.109
H (-5.5722, 2.2624, -0.6981)  0.093
H (-6.4380, 3.8445, -3.1707)  0.108
H (-6.8691, 2.1803, -2.7965)  0.108
H (-4.9453, 2.2752, -4.4106)  0.114
H (-4.4547, 1.5255, -2.8862)  0.109
H (-3.9654, 4.4228, -3.7030)  0.123
H (-2.7505, 3.1236, -3.5517)  0.097
Cl (2.6851, 0.9252, -8.5150)  0.624
C (1.6467, 0.7143, -7.1247)  -0.673
C (1.7627, -0.4358, -6.3625)  -0.108
C (0.9484, -0.5850, -5.2498)  -0.018
C (0.0327, 0.4005, -4.9053)  -0.128
C (-0.0741, 1.5389, -5.6937)  -0.019
C (0.7313, 1.7054, -6.8100)  -0.109
C (-0.7690, 0.2688, -3.6255)  -0.668
O (-0.5607, -0.7489, -2.9236)  -0.100
O (-1.5276, 1.2211, -3.3090)  -0.106
H (2.4869, -1.1928, -6.6323)  0.102
H (1.0267, -1.4569, -4.6133)  0.121
H (-0.7871, 2.2996, -5.4035)  0.114
H (0.6622, 2.5917, -7.4261)  0.099

Output
Energy relative to the best compared isomer or geometry (same formula, charge and spin)   0.0 kcal per mole
Calculated total energy   -154103.416 eV
Largest force on an atom   0.1 eV/Å
Total charge   -1
Kohn-Sham gap   7.05 eV
Molecular weight   879.1 u